No. 1
Density functional theory data (ωB97M-V/def2-TZVPD) for C46H47BrN5OP2PdSi2 as an isolated structure at a distorted geometry.

As for the max |F|: 1.54 eV/Å. As for the orbital gap (spin up / spin down): 6.2 / 6.2 eV. Its total charge is -1. The HOMO energy (spin up / spin down) comes out at -4.53 / -4.53 eV. The calculation puts the total energy at -165821.958 eV. Its spin multiplicity is 1. The value obtained for the energy above the lowest of the compared OMol25 structures with the same formula, charge and spin is 46.3 kJ/mol. The value obtained for the LUMO energy (spin up / spin down) is 1.649 / 1.649 eV.

Last column: Mulliken charge in e.
Atoms and positions in Å:
Pd -0.57574 -0.34605 0.31872  -0.580
C -3.82248 3.64844 0.57871  -1.106
Si -1.99610 3.17691 0.68868  -0.110
C -1.02432 4.77839 0.49605  -1.170
C -1.77423 2.59892 2.46762  -0.696
N -1.37181 2.04707 -0.42049  0.553
P -2.01869 1.15278 -1.55616  1.901
C -1.49026 -0.49980 -1.64285  -2.162
P 0.06108 -1.06668 -2.05674  3.098
N 1.13723 -0.53839 -0.93790  0.063
Si 2.33717 -1.60767 -0.23068  0.800
C 3.33437 -2.41451 -1.61592  -1.328
C 3.59028 -0.62284 0.76470  -0.810
C 1.66494 -2.94801 0.90631  -0.888
C 0.84726 -0.79258 -3.68571  -0.165
C 1.91141 0.09982 -3.76087  -0.404
C 2.48545 0.40707 -4.98701  -0.823
C 1.99668 -0.17288 -6.14821  -0.545
C 0.91449 -1.04238 -6.08607  -0.936
C 0.33621 -1.34059 -4.86254  0.103
C -0.17976 -2.89963 -2.02415  0.579
C 0.45012 -3.77212 -2.90812  -0.476
C 0.22500 -5.14308 -2.84960  -0.770
C -0.62232 -5.66498 -1.88676  -0.623
C -1.24265 -4.80732 -0.98594  -0.680
C -1.03524 -3.44138 -1.06327  -0.880
C -3.81934 0.89124 -1.25391  0.754
C -4.15698 0.21914 -0.07557  -0.754
C -5.47551 -0.06366 0.22779  -0.665
C -6.48938 0.31301 -0.64798  -0.591
C -6.16638 0.96198 -1.82653  -0.728
C -4.83743 1.24660 -2.12844  -0.470
C -2.01778 2.10620 -3.12350  -0.612
C -1.37793 1.67144 -4.27457  -0.455
C -1.30602 2.48185 -5.40189  -0.588
C -1.89029 3.73713 -5.39028  -0.560
C -2.54458 4.18104 -4.24655  -0.920
C -2.59808 3.37560 -3.12208  -0.024
H -3.99652 4.51404 1.22420  0.441
H -4.47026 2.83629 0.91387  0.330
H -4.14790 3.91789 -0.42785  0.295
H -1.32943 5.51046 1.24962  0.348
H -1.17308 5.22345 -0.49061  0.300
H 0.04401 4.58875 0.62276  0.287
H -2.41776 3.16078 3.14953  0.610
H -0.74377 2.71529 2.81160  0.098
H -2.04172 1.54176 2.55028  -0.027
H 3.47113 -1.72651 -2.45229  0.316
H 2.85210 -3.31489 -1.99660  0.290
H 4.32510 -2.69371 -1.24899  0.472
H 3.77957 0.36843 0.34911  0.351
H 4.53608 -1.17212 0.75388  0.405
H 3.29713 -0.50798 1.80867  -0.257
H 1.58186 -3.91528 0.40630  0.435
H 0.67083 -2.68002 1.27528  0.010
H 2.32097 -3.06253 1.77404  0.315
H 2.27643 0.54790 -2.84508  0.424
H 3.30881 1.10854 -5.03659  0.413
H 2.45363 0.05513 -7.10332  0.393
H 0.51780 -1.48144 -6.99307  0.402
H -0.52437 -1.99798 -4.81793  0.495
H 1.13478 -3.38852 -3.65215  0.445
H 0.72113 -5.79870 -3.55472  0.426
H -0.80081 -6.73210 -1.83819  0.373
H -1.89219 -5.20475 -0.21617  0.447
H -1.55252 -2.78030 -0.37757  0.306
H -3.37483 -0.08730 0.61374  0.568
H -5.71614 -0.58476 1.14608  0.440
H -7.52334 0.08969 -0.41495  0.367
H -6.94888 1.24649 -2.51979  0.410
H -4.60227 1.74768 -3.05835  0.389
H -0.92993 0.69252 -4.29208  0.410
H -0.78922 2.12770 -6.28561  0.459
H -1.83302 4.37462 -6.26405  0.364
H -3.00604 5.16093 -4.23129  0.408
H -3.07948 3.73809 -2.22312  0.276
Br 7.07111 -1.64483 3.07243  -0.225
C 5.63741 -1.14731 4.21679  0.026
C 5.83649 -0.18250 5.18994  -0.536
C 4.78896 0.16855 6.02189  0.022
C 3.52226 -0.41276 5.88715  -0.536
C 3.35887 -1.40577 4.90743  0.229
C 4.40901 -1.77414 4.08678  -0.470
N 2.55748 -0.00471 6.81164  -0.795
N 1.33422 -0.36161 6.73853  -0.447
C 0.64390 -0.41938 5.56310  -0.095
C -0.55160 -1.15862 5.61926  -0.292
C -1.31821 -1.45512 4.52005  -1.306
C -0.96066 -0.98200 3.23159  0.273
O -1.64179 -1.19582 2.19624  -0.464
C 0.23709 -0.12826 3.17274  -0.029
N 0.52087 0.37873 1.95346  2.004
C 1.42363 1.32113 1.81557  -1.299
C 2.12658 1.81325 2.92075  -1.300
C 1.92833 1.24505 4.15141  -0.432
C 0.97567 0.21555 4.31220  0.649
H 6.80557 0.28541 5.29956  0.399
H 4.93010 0.90563 6.80192  0.450
H 2.40880 -1.91148 4.80525  0.418
H 4.26581 -2.53740 3.33339  0.541
H -0.83253 -1.53363 6.59644  0.435
H -2.22164 -2.04307 4.60941  0.462
H 1.58223 1.68562 0.80764  0.599
H 2.83210 2.62216 2.79116  0.446
H 2.47366 1.60973 5.00946  0.707

Cartesian forces (eV/Å) of the 6 atoms listed first:
Pd 0.585 0.687 -0.046
C -0.029 -0.079 -0.160
Si 0.287 0.038 0.029
C -0.065 0.043 0.101
C -0.007 -0.020 -0.010
N -0.433 -0.076 0.100

=====

No. 2
Density functional theory data (ωB97M-V/def2-TZVPD) for C46H47FI2KN9O2SSi as an isolated structure.

As for the max |F|: 0.87 eV/Å. As for the orbital gap: 3.0 eV. Its total charge is -2. The HOMO energy comes out at 0.18 eV. The calculation puts the total energy at -119926.362 eV. Its spin multiplicity is 1. The value obtained for the energy above the lowest of the compared OMol25 structures with the same formula, charge and spin is 76.9 kJ/mol. The value obtained for the LUMO energy is 3.170 eV.

Last column: Mulliken charge in e.
Atoms and positions in Å:
K -0.10509 1.20462 -0.07250  0.965
C -3.90261 3.11367 -0.90896  -2.249
C -2.40232 3.18376 -0.98796  0.482
N -1.75204 2.57387 -1.92006  0.343
N -2.36793 1.91705 -2.87420  -0.363
C -1.62420 1.25973 -3.87509  -1.042
N -2.52915 1.02865 -4.94668  -0.581
S -1.46370 -0.75779 -3.01189  -0.247
C -1.60612 3.86987 0.04352  1.408
C -2.18276 4.30726 1.24855  -0.784
C -1.39847 4.92858 2.19879  -0.552
C -0.04799 5.11765 1.94805  -0.799
C 0.45194 4.63788 0.74896  -0.285
N -0.29222 4.03752 -0.17262  -0.055
H -4.21436 2.07233 -0.77189  0.385
H -4.35144 3.48290 -1.83738  0.504
H -4.32310 3.69549 -0.09528  0.417
H -3.38164 1.82255 -2.82495  0.372
H -2.03628 0.53933 -5.68097  0.348
H -3.34030 0.45311 -4.70637  0.211
H -3.22679 4.12424 1.45277  0.048
H -1.83332 5.24467 3.14003  0.385
H 0.61293 5.57282 2.67404  0.393
H 1.51002 4.72086 0.51962  0.585
C -3.97750 -1.71191 0.53318  -0.682
C -3.80622 -0.89386 1.77177  0.482
N -4.58641 -1.09108 2.79239  -0.795
C -4.36253 -0.37806 3.93169  -1.046
C -3.32501 0.48832 4.09846  0.172
C -3.19714 1.18975 5.42121  -0.673
O -3.56973 2.57900 5.34590  -0.595
C -2.39871 0.70941 3.02189  0.710
C -1.24904 1.51464 3.31078  0.175
N -0.04425 1.52873 2.81326  0.613
C 0.88382 2.31328 3.53695  0.383
C 0.64903 2.82076 4.83467  -0.844
C 1.54111 3.63266 5.50480  -0.770
C 2.75818 3.96524 4.92715  -0.741
C 3.06008 3.42023 3.69438  -0.534
C 2.16098 2.59848 3.01969  0.131
I 2.89508 1.80961 1.23262  0.353
C -2.73103 0.10690 1.76086  -0.432
O -2.24789 0.45985 0.66733  -0.241
H -4.91838 -2.25777 0.57459  0.405
H -3.14260 -2.41784 0.47718  -0.017
H -3.91578 -1.09060 -0.36042  0.030
H -5.05272 -0.56760 4.74757  0.311
H -2.17815 1.11757 5.81795  0.163
H -3.86245 0.72464 6.14927  0.434
H -3.48328 2.83268 4.41999  0.428
H -1.48104 2.16564 4.15168  -0.318
H -0.25866 2.56882 5.36239  0.402
H 1.28472 3.99494 6.49321  0.410
H 3.47126 4.60101 5.43602  0.370
H 4.01966 3.62276 3.23687  0.376
N 3.68626 -2.59197 0.50492  -0.467
N 2.73759 -1.95738 1.36421  -0.088
H 3.91095 -3.53415 0.81471  0.189
H 4.53797 -2.04511 0.52174  0.178
H 2.91145 -2.18498 2.33835  0.217
H 1.78190 -2.26699 1.15665  -0.094
I 6.07123 1.02929 -2.60326  -0.002
C 4.17311 1.88730 -2.62572  -0.697
C 3.98687 3.20288 -3.02242  -0.245
C 2.69679 3.70435 -3.02015  -1.092
C 1.65238 2.87812 -2.62492  -0.172
N 1.83990 1.61819 -2.24256  1.134
C 3.07724 1.13275 -2.24299  -0.503
H 4.82677 3.81384 -3.32654  0.417
H 2.49319 4.72331 -3.32199  0.517
H 0.62371 3.21913 -2.61201  0.187
H 3.19069 0.09678 -1.93602  0.612
C 3.43815 0.05648 -6.28464  -0.471
C 3.69619 -1.11304 -5.58423  -0.721
C 2.79677 -1.56046 -4.62325  -0.489
C 1.63063 -0.84779 -4.33721  0.314
C 1.37935 0.32130 -5.06080  -0.052
C 2.27302 0.76893 -6.02450  -0.629
Si 0.52362 -1.36361 -2.88556  0.417
C 0.59492 -3.24117 -2.71451  0.357
C 1.66895 -3.84841 -2.06232  0.407
C 1.73532 -5.22901 -1.92841  -0.815
C 0.72688 -6.02881 -2.44326  -0.546
C -0.35693 -5.43969 -3.08154  -0.564
C -0.42134 -4.05908 -3.21097  -0.661
H 4.14158 0.41365 -7.02878  0.344
H 4.60183 -1.67650 -5.77976  0.390
H 3.01247 -2.47618 -4.08221  0.323
H 0.48237 0.89225 -4.82435  0.340
H 2.06574 1.68502 -6.56704  0.423
H 1.27228 -0.86297 -1.70034  -0.131
H 2.43857 -3.23784 -1.60067  0.583
H 2.56138 -5.67760 -1.38888  0.344
H 0.76394 -7.10406 -2.31278  0.348
H -1.16565 -6.05609 -3.45762  0.344
H -1.28015 -3.59884 -3.68654  0.353
F -0.43163 -7.91443 2.61032  -0.414
C -0.43072 -6.55119 2.33780  0.412
C -0.61152 -6.10605 1.03796  -0.483
C -0.61095 -4.75496 0.76163  -0.297
C -0.42482 -3.75270 1.77644  1.745
C -0.40182 -2.39353 1.49829  -2.104
C -0.25697 -4.28710 3.10048  -0.839
C -0.25683 -5.64410 3.36629  -0.457
H -0.74739 -6.82030 0.23271  0.369
H -0.74134 -4.43361 -0.26620  0.329
H -0.22034 -1.66875 2.28558  0.037
H -0.51227 -2.02544 0.48341  0.209
H -0.13193 -3.59502 3.92757  0.278
H -0.12788 -6.00149 4.38310  0.368

Cartesian forces (eV/Å) of the 6 atoms listed first:
K 0.456 -0.552 -0.493
C 0.029 -0.054 -0.057
C -0.342 -0.277 -0.093
N 0.393 0.359 0.112
N -0.205 0.092 -0.036
C -0.022 0.339 -0.166

=====

Which formula does entry 1 have?
C46H47BrN5OP2PdSi2